C4H33NO14 | ωB97M-V/def2-TZVPD

HOMO	-8.92	eV
DFT total energy	-1280.1766	a.u.

```
52
Properties=species:S:1:pos:R:3:mulliken_charge:R:1
O -0.023 -1.969 3.309 -0.63
C 0.280 -0.878 2.918 0.13
O 0.008 0.140 3.692 -0.47
C 0.905 -0.406 1.546 2.44
C 2.184 -1.345 1.363 -0.11
C 3.496 -0.629 1.145 -1.42
N -0.012 -0.676 0.554 -0.27
H -0.235 0.198 4.620 0.36
H 1.152 0.811 1.622 -1.39
H 2.124 -2.173 2.187 0.33
H 1.941 -2.028 0.513 0.11
H 4.316 -1.260 1.533 0.39
H 3.749 0.279 1.711 0.43
H 3.947 -0.484 0.116 0.28
H -0.213 0.175 0.026 -0.09
H 0.313 -1.427 -0.238 0.08
H 0.770 1.749 -2.697 0.39
H 1.216 0.330 -2.662 0.32
O 1.539 1.230 -2.539 -0.65
H -2.814 3.058 0.775 0.34
H -3.934 3.069 -0.112 0.28
O -3.327 3.609 0.309 -0.61
H -2.040 2.066 -0.779 0.35
H -2.595 0.711 0.075 0.21
O -1.944 1.402 -0.125 -0.65
H 0.313 3.450 -2.140 0.43
H -0.834 3.551 -3.160 0.23
O -0.540 2.960 -2.549 -0.67
H 2.194 1.674 2.485 0.32
H 3.228 2.522 1.909 0.37
O 3.090 2.104 2.806 -0.73
H 0.584 -4.200 1.637 0.31
H -0.310 -3.196 1.142 0.28
O 0.513 -3.685 0.828 -0.68
H 1.822 2.758 -1.181 0.29
H 1.674 4.136 -0.844 0.33
O 1.964 3.638 -1.514 -0.68
H -0.267 1.975 0.225 0.19
H 0.033 2.539 1.604 0.32
O 0.456 2.360 0.811 -0.47
H -3.318 -1.422 -1.581 0.39
H -4.649 -1.628 -1.149 0.29
O -3.776 -1.907 -0.862 -0.63
H -3.363 0.605 -3.031 0.30
H -2.782 -0.453 -3.901 0.33
O -3.297 -0.383 -3.024 -0.67
H -0.671 -3.106 -1.758 0.37
H 0.840 -3.357 -1.853 0.23
O 0.172 -2.813 -1.964 -0.59
H -0.513 -4.455 -0.332 0.49
H -2.103 -4.495 -0.502 0.31
O -1.262 -4.723 -0.961 -0.78
```